Entry 1:
{"formula": "C20H42O2P4Pd", "method": "ωB97M-V/def2-TZVPD", "orbital_gap_ev": [6.73, 4.58], "e_lumo_ha": [-0.487, -0.594], "charge": 4, "multiplicity": 5, "species": ["P", "C", "H", "H", "H", "C", "H", "H", "H", "C", "H", "H", "H", "P", "C", "H", "H", "H", "C", "H", "H", "H", "C", "H", "H", "H", "P", "C", "H", "H", "H", "C", "H", "H", "H", "C", "H", "H", "H", "Pd", "C", "O", "C", "O", "C", "C", "C", "C", "C", "C", "H", "H", "H", "H", "H", "H", "C", "P", "C", "C", "H", "H", "H", "H", "H", "H", "H", "H", "H"], "coordinates": [[-2.4507, -1.1282, 0.4468], [-3.6638, -0.4245, 1.6242], [-4.5516, -1.0731, 1.6420], [-3.9764, 0.5751, 1.3086], [-3.2443, -0.3781, 2.6323], [-3.4693, -1.1299, -1.0664], [-3.0892, -1.8371, -1.8078], [-3.4459, -0.1241, -1.5044], [-4.5104, -1.3832, -0.8157], [-2.4176, -2.8629, 1.0133], [-3.4405, -3.2610, 1.0697], [-1.9610, -2.8924, 2.0096], [-1.8163, -3.4790, 0.3338], [2.0814, -1.6236, 1.2731], [2.5537, -1.0804, 2.9523], [3.4761, -1.5972, 3.2587], [1.7510, -1.3074, 3.6575], [2.7323, 0.0009, 2.9400], [2.0219, -3.4306, 1.5318], [2.0317, -3.9661, 0.5784], [1.0951, -3.6771, 2.0654], [2.8812, -3.7407, 2.1388], [3.6986, -1.3886, 0.4465], [4.4445, -2.0398, 0.9210], [4.0001, -0.3434, 0.5580], [3.6321, -1.6314, -0.6152], [1.1240, 2.2501, -1.8997], [1.3462, 3.9593, -1.4008], [1.5522, 4.5722, -2.2937], [2.1945, 4.0376, -0.7114], [0.4437, 4.3495, -0.9067], [2.5425, 1.7209, -2.8443], [2.8225, 2.5220, -3.5473], [2.3307, 0.8024, -3.4068], [3.3848, 1.5325, -2.1660], [-0.4119, 2.0849, -2.7937], [-0.3094, 2.6196, -3.7510], [-1.2407, 2.5346, -2.2382], [-0.6443, 1.0314, -2.9996], [0.1326, -0.5363, 0.1661], [-0.5797, 0.4493, 1.9407], [-0.5182, -0.1301, 3.0313], [1.2433, 1.1971, -0.3124], [2.1547, 1.5296, 0.4465], [1.7422, -1.7387, -2.6877], [0.5613, -1.2012, -3.1863], [-0.6629, -1.7770, -2.8441], [-0.6984, -2.8944, -2.0164], [0.4833, -3.4216, -1.5122], [1.7020, -2.8427, -1.8438], [2.7118, -1.3360, -3.0207], [0.5910, -0.3774, -3.9175], [-1.5873, -1.3796, -3.2963], [-1.6501, -3.4053, -1.8203], [0.4513, -4.3348, -0.9061], [2.6374, -3.2949, -1.5059], [-2.3483, 2.3776, 3.2287], [-1.1664, 2.2312, 1.8891], [-2.0010, 2.6620, 0.3644], [0.1997, 3.2955, 2.2970], [-3.2907, 1.8668, 2.9913], [-1.9152, 1.9547, 4.1457], [-2.5522, 3.4506, 3.3747], [-3.0510, 2.8978, 0.5881], [-1.5336, 3.5631, -0.0670], [-1.9790, 1.8410, -0.3640], [-0.1887, 4.3183, 2.4234], [0.6305, 2.9655, 3.2524], [0.9840, 3.2766, 1.5284]], "nbo_charge": [1.108, -0.957, 0.315, 0.247, 0.260, -0.950, 0.268, 0.253, 0.302, -0.955, 0.304, 0.270, 0.264, 1.085, -0.947, 0.302, 0.268, 0.255, -0.942, 0.258, 0.264, 0.299, -0.944, 0.302, 0.262, 0.251, 1.472, -0.979, 0.326, 0.297, 0.263, -0.977, 0.324, 0.286, 0.295, -0.995, 0.330, 0.270, 0.284, 0.600, 0.045, -0.324, 0.078, -0.414, -0.224, -0.275, -0.154, -0.242, -0.233, -0.144, 0.245, 0.231, 0.236, 0.245, 0.255, 0.239, -0.973, 1.470, -1.001, -0.976, 0.284, 0.302, 0.313, 0.322, 0.289, 0.260, 0.323, 0.313, 0.271]}

Entry 2:
{"formula": "C5H13NO", "method": "ωB97M-V/def2-TZVPD", "orbital_gap_ev": [10.56, 8.49], "e_lumo_ha": [-0.129, -0.246], "charge": 1, "multiplicity": 2, "species": ["C", "N", "C", "C", "C", "C", "H", "H", "H", "H", "H", "H", "H", "H", "H", "H", "H", "H", "H", "O"], "coordinates": [[-1.7241, -0.8491, -1.3308], [-0.3327, -0.9822, -0.8910], [0.1320, -0.5206, 0.2666], [1.4997, -0.2534, 0.3461], [2.1926, 0.3353, 1.4955], [-0.7500, -0.5055, 1.4525], [-1.9799, 0.1886, -1.5421], [-2.4004, -1.2115, -0.5706], [-1.8844, -1.4323, -2.2307], [0.3308, -0.8217, -1.6429], [2.0782, -0.4882, -0.5358], [1.7729, 1.2079, 1.9900], [3.2462, 0.5029, 1.2857], [2.1505, -0.4642, 2.2728], [-0.3735, 0.1825, 2.2083], [-1.7535, -0.1511, 1.2015], [-0.8102, -1.4960, 1.8812], [-0.2587, 1.9784, -1.1855], [-0.3575, 2.2775, -2.6635], [-0.7783, 2.5026, -1.8073]], "nbo_charge": [-0.452, -0.385, 0.276, 0.011, -0.705, -0.697, 0.253, 0.233, 0.246, 0.406, 0.213, 0.269, 0.264, 0.274, 0.256, 0.256, 0.276, 0.445, 0.474, -0.913]}

Number 1: molecular weight 544.9 g mol⁻¹, calculated total energy -2429.3615 Ha. Number 2: molecular weight 103.2 g mol⁻¹, calculated total energy -328.0045 Ha.